{
  "formula": "C23H43GaN3O2",
  "method": "ωB97M-V/def2-TZVPD",
  "symbols": ["H", "C", "H", "H", "H", "H", "N", "Ga", "H", "H", "C", "C", "O", "H", "H", "H", "H", "C", "C", "H", "H", "C", "H", "H", "H", "C", "H", "H", "H", "H", "H", "C", "H", "H", "C", "N", "H", "N", "C", "H", "H", "C", "H", "H", "H", "C", "C", "C", "C", "H", "C", "H", "O", "C", "H", "H", "C", "C", "H", "H", "H", "H", "C", "C", "C", "H", "H", "H", "C", "H", "H", "H"],
  "positions_angstrom": [[-5.3664, -1.9922, -1.8069], [-3.0277, -0.7964, 0.3862], [-5.3898, -0.4493, -0.9443], [-0.5425, 2.5873, 0.5263], [2.3244, 4.2023, -1.3065], [-2.1339, -4.2046, -2.6040], [2.1772, 2.4506, 0.9609], [3.5643, -2.2166, 4.7523], [4.1154, 4.0600, -0.5705], [-4.9089, -2.0057, -3.6933], [-1.4618, -2.1048, 4.8831], [1.5023, -2.0822, 4.7568], [1.8040, 1.3591, 1.6786], [-0.1384, 0.9207, 0.0776], [1.1461, -4.3112, 5.1774], [4.1194, -3.3458, 3.7226], [3.9847, -2.7171, 6.2357], [1.3765, 3.8093, -0.9459], [-0.0233, 1.9675, -0.2116], [-2.6107, -2.0994, 4.9641], [-1.7020, -2.6843, -0.8306], [-2.2156, -2.2904, -3.5809], [1.3624, 0.2483, 4.3453], [-1.9498, -0.7835, 0.5655], [-1.3921, 0.2231, 4.4798], [-0.8017, -0.7408, 4.6064], [3.8990, 3.0420, 3.0329], [3.6928, 4.6678, 1.0386], [-4.3517, -1.2962, -5.1670], [-3.7642, -3.6241, -2.8477], [-2.8365, 1.0156, -4.4902], [-2.3147, 0.0540, -4.5080], [-3.2442, -3.4377, -0.4909], [-2.2886, -2.7119, -4.5899], [-2.9612, -0.9433, -3.5126], [-0.8262, -3.3642, 5.0721], [4.0186, 0.6543, -2.0258], [-3.0067, -0.3907, -2.1241], [3.6719, 2.4729, 0.9271], [5.2697, 3.9546, 0.7114], [-0.5494, 2.0796, -1.1633], [3.6416, 1.4844, -1.4214], [5.3379, 1.5193, -0.0998], [1.8476, 0.3830, -1.1000], [3.9563, 2.3988, -1.9346], [4.2504, 1.4077, -0.0244], [-4.9307, -1.4428, -0.9756], [-3.3891, -1.3325, -1.0280], [4.2008, 3.8645, 0.4964], [-3.4587, -1.4334, 1.1637], [2.1198, 1.4134, -1.3601], [4.2620, -0.7817, 4.5250], [-1.7675, 0.0858, -1.8362], [-2.7535, -3.3039, -2.5755], [-1.2566, 0.2361, -4.3029], [-2.3655, -0.3277, -5.5326], [0.7687, -0.7149, 4.5364], [-4.3881, -1.1352, -4.0854], [4.0817, 1.2999, 2.7662], [-5.0087, -0.2512, -3.9106], [0.9728, 4.5121, -0.2098], [4.0786, 0.4040, 0.3829], [0.5965, -3.3140, 5.0061], [1.4669, 2.3848, -0.3510], [-2.7464, -2.7315, -1.1627], [-3.4138, 0.2163, 0.5381], [1.7151, 1.5879, -2.3625], [-5.2547, -1.9738, -0.0758], [4.2826, 2.2866, 2.3403], [5.3719, 2.3903, 2.3124], [-1.1452, -2.1396, -3.3946], [0.7062, 3.8307, -1.8106]],
  "mulliken_spin": [0.001, -0.014, -0.009, -0.003, 0.002, 0.002, 0.283, 0.000, 0.001, 0.001, 0.000, 0.000, 0.627, 0.004, 0.000, 0.000, 0.000, 0.012, 0.011, 0.000, 0.004, 0.017, -0.003, 0.001, 0.000, 0.000, 0.001, -0.008, 0.000, -0.001, 0.001, -0.008, -0.001, 0.000, 0.031, 0.000, 0.002, 0.313, 0.030, 0.001, -0.014, -0.018, 0.001, 0.004, 0.000, 0.017, 0.011, 0.036, 0.012, 0.000, 0.013, 0.000, 0.606, -0.015, 0.001, 0.000, 0.005, 0.009, 0.003, -0.007, -0.011, 0.002, 0.000, 0.046, 0.015, 0.002, -0.003, 0.000, -0.013, 0.000, 0.002, 0.000],
  "homo_energy_ev": [-4.56, -4.56],
  "relative_energy_ev": 2.411,
  "s2": 2.01,
  "molar_mass_g_mol": 463.3,
  "total_charge": -1,
  "largest_force_ha_per_bohr": 0.08741,
  "spin_multiplicity": 3,
  "e_lumo_ev": [2.13, 1.44],
  "homo_lumo_gap_ha": [0.2458, 0.2205]
}